Entry 1:
2 unconnected molecules or ions with the total composition C2H3BrO. Source: the Open Molecules 2025 dataset; level of theory: ωB97M-V/def2-TZVPD.

```
! RIJCOSX wB97M-V def2-TZVPD def2/J DEFGRID3
* xyz 0 1
Br -0.43 -0.27 -2.72
O -1.67 0.88 0.03
C -0.67 0.34 -0.10
C 0.46 -0.13 0.58
H 1.38 0.44 0.06
H 0.19 -0.02 1.70
H 0.74 -1.24 0.45
*
```

Values from the calculation:
- HOMO energy: -9.029 eV
- Maximum force: 4.08 eV Å⁻¹

=====

Entry 2:
A molecular structure, C6H14O. Source: the Open Molecules 2025 dataset; level of theory: ωB97M-V/def2-TZVPD.

```
! RIJCOSX wB97M-V def2-TZVPD def2/J DEFGRID3
* xyz 0 1
O 0.20 1.46 1.72
C -0.45 -0.35 0.34
C 1.31 -0.09 -1.97
C -0.53 1.16 0.54
C 0.95 -0.88 0.22
C -1.97 1.64 0.67
C 0.98 -2.37 0.33
H -0.07 1.65 -0.32
H -0.86 -0.83 1.24
H -2.00 2.73 0.79
H 0.94 -2.47 1.43
H -2.44 1.19 1.56
H 0.15 2.41 1.85
H -1.12 -0.66 -0.48
H -2.56 1.38 -0.21
H 1.90 -2.85 0.01
H 0.11 -2.93 -0.05
H 0.96 0.95 -1.98
H 2.31 -0.14 -2.42
H 1.59 -0.29 -0.73
H 0.61 -0.72 -2.53
*
```

Values from the calculation:
- HOMO energy: -7.449 eV
- Maximum force: 0.40 eV Å⁻¹

=====

Entry 3:
2 unconnected molecules or ions with the total composition C2HN3O3. Source: the Open Molecules 2025 dataset; level of theory: ωB97M-V/def2-TZVPD.

```
! RIJCOSX wB97M-V def2-TZVPD def2/J DEFGRID3
* xyz 0 1
O 0.92 2.21 0.94
O -1.19 2.68 1.21
O 0.41 -2.18 0.47
N -0.24 2.15 0.85
N 0.39 -2.15 -0.88
N 0.01 -1.01 0.95
C -0.29 -0.21 -0.06
C -0.01 -0.99 -1.27
H 0.00 -0.49 -2.22
*
```

Values from the calculation:
- HOMO energy (spin up / spin down): -10.395 / -11.276 eV
- Maximum force: 3.43 eV Å⁻¹

=====

Entry 4:
9 unconnected molecules or ions with the total composition C18H54O9S9. Source: the Open Molecules 2025 dataset; level of theory: ωB97M-V/def2-TZVPD.

```
! RIJCOSX wB97M-V def2-TZVPD def2/J DEFGRID3
* xyz 0 1
S 2.21 -4.53 -3.26
S -4.38 0.56 2.44
S 4.13 2.21 4.01
S 0.61 -1.17 -1.42
S -1.41 4.00 2.60
S -1.54 -6.39 -0.51
S -3.80 2.44 -1.56
S 0.82 3.21 -4.63
S 2.48 -3.70 1.90
O 1.45 -2.26 -0.87
O 3.65 -4.49 2.35
O -2.32 5.14 1.94
O -2.56 1.57 -1.88
O -1.40 -7.79 0.11
O 1.83 -6.00 -3.56
O 3.23 2.91 5.04
O 1.86 4.31 -4.73
O -4.68 1.93 1.82
C 5.13 3.50 3.19
C -2.32 -5.30 0.67
C -3.83 0.97 4.09
C -0.32 3.50 1.28
C 0.76 2.76 -2.89
C 2.96 1.87 2.61
C 3.89 -4.34 -3.95
C 2.71 -1.98 2.48
C 1.46 -3.51 -4.46
C -3.06 4.12 -1.76
C 0.44 -0.20 0.03
C -1.00 -1.88 -1.61
C -4.75 2.46 -3.09
C -2.76 0.26 1.68
C 1.18 -4.27 2.94
C -0.03 4.80 3.51
C 0.10 -5.82 -0.32
C -0.80 4.10 -4.60
H -2.26 -0.58 2.12
H 0.31 -5.02 -1.00
H 0.94 3.59 -2.39
H -2.27 4.08 -1.11
H 0.05 0.63 -0.34
H -0.38 -0.47 0.60
H -0.84 3.10 0.55
H 0.99 -5.18 2.63
H 1.59 2.24 -2.95
H 1.69 -1.81 2.63
H 2.19 1.41 3.23
H 4.45 -5.14 -3.39
H -5.00 1.46 -3.40
H -2.74 4.34 -2.60
H 0.26 4.37 0.92
H 4.09 -4.84 -5.03
H 0.64 4.16 3.80
H -5.62 3.04 -2.81
H 0.24 -5.80 0.85
H 3.27 -1.36 1.80
H -3.40 -5.64 0.77
H -2.22 1.04 1.77
H -1.89 -5.14 1.71
H 5.39 3.30 2.24
H -1.15 -2.36 -0.63
H 1.65 -3.66 -5.44
H 0.82 -6.67 -0.62
H 2.65 2.71 2.09
H -3.67 4.86 -1.84
H 4.34 -3.34 -3.83
H 0.35 2.62 1.72
H -0.03 2.22 -2.43
H 3.49 1.16 2.11
H -3.23 0.22 4.59
H 1.62 -2.54 -4.28
H 6.01 3.63 3.66
H -4.12 2.89 -4.01
H -3.23 1.85 4.08
H 1.40 0.02 0.64
H -1.07 -2.62 -2.50
H 0.30 -3.63 -4.48
H 3.23 -2.03 3.55
H -0.62 5.36 4.26
H -2.52 -4.41 0.24
H 0.58 5.52 2.96
H 4.57 4.35 2.96
H -2.79 0.08 0.61
H 1.42 -4.16 3.96
H -1.60 3.49 -4.22
H -0.86 4.88 -3.83
H -0.94 4.44 -5.60
H 0.29 -3.61 2.86
H -4.72 0.99 4.81
H -1.57 -1.07 -1.56
*
```

Values from the calculation:
- HOMO energy: -8.658 eV
- Maximum force: 9.80 eV Å⁻¹